The following is a DFT calculation (ωB97M-V/def2-TZVPD) of a molecular structure, C23H12F12N6O5OsSSe in a non-equilibrium geometry.

```
61
Properties=species:S:1:pos:R:3:forces:R:3:mulliken_spin:R:1
Os 0.071 0.397 -0.538 -2.687 -0.051 0.098 3.028
Se -3.345 -4.042 5.036 0.189 0.270 -0.174 0.005
N -2.298 -2.636 5.010 0.630 0.947 0.368 -0.003
C -2.021 -2.308 3.768 -0.814 -1.080 0.117 0.000
C -1.185 -1.207 3.372 0.435 0.512 -0.565 0.001
C -0.596 -0.336 4.290 0.163 0.113 -0.371 0.023
C 0.239 0.662 3.819 -0.131 -0.120 -0.184 -0.009
C 0.447 0.787 2.452 0.280 0.330 0.308 -0.013
N -0.130 -0.021 1.553 0.199 0.182 -0.528 -0.014
C -0.944 -1.012 1.994 -0.244 -0.283 0.616 0.009
C -1.548 -1.883 1.011 -0.679 -0.871 0.342 -0.017
N -1.271 -1.644 -0.273 0.929 1.011 0.042 0.227
C -1.778 -2.388 -1.225 -0.200 -0.499 -0.516 -0.014
C -2.611 -3.478 -0.946 0.033 0.160 0.183 0.007
C -2.914 -3.769 0.366 0.141 0.180 -0.046 0.001
C -2.384 -2.960 1.384 0.451 0.541 -0.769 0.006
C -2.622 -3.173 2.780 -0.160 -0.103 1.424 0.000
N -3.357 -4.136 3.292 -0.201 -0.375 -1.238 0.001
H -0.801 -0.465 5.343 0.023 -0.011 0.103 -0.001
H 0.723 1.349 4.496 0.053 0.068 -0.020 0.000
H 1.092 1.572 2.071 -0.070 -0.076 -0.013 0.003
H -1.498 -2.135 -2.237 -0.042 -0.034 -0.030 0.013
H -2.997 -4.072 -1.760 -0.019 -0.027 -0.038 0.001
H -3.542 -4.607 0.637 -0.028 -0.003 -0.012 0.000
F -3.222 1.343 1.572 -0.242 -0.132 -0.167 0.001
C -2.736 2.485 1.079 0.003 -0.322 0.385 -0.007
F -1.618 2.726 1.790 0.303 0.192 0.043 0.000
F -3.589 3.456 1.307 -0.100 0.134 -0.209 0.002
C -2.357 2.293 -0.429 -0.745 1.656 0.360 0.144
O -1.853 1.053 -0.577 2.657 -1.789 -0.343 0.157
C -3.643 2.442 -1.323 -0.101 -0.108 0.018 0.003
F -4.694 1.899 -0.722 -0.042 -0.205 0.196 0.000
F -3.914 3.712 -1.574 0.088 0.250 0.100 0.001
F -3.452 1.812 -2.472 0.205 -0.175 -0.279 -0.001
C -1.345 3.419 -0.818 -0.275 0.308 0.146 0.013
F -1.202 3.531 -2.120 -0.015 -0.078 -0.311 -0.001
F -0.124 3.088 -0.304 0.494 -0.263 0.040 0.038
F -1.658 4.594 -0.311 -0.137 -0.077 0.062 0.004
N 7.152 0.372 -1.423 0.480 0.320 -0.626 0.000
C 6.423 -0.080 -0.407 -0.503 -0.310 0.536 -0.002
O 6.853 -0.548 0.622 -0.068 -0.058 0.015 0.004
C 4.907 0.037 -0.534 0.132 0.162 0.034 0.017
C 4.125 -0.983 0.003 -0.385 0.145 -0.020 0.001
C 2.752 -0.834 0.029 0.566 -0.840 0.414 -0.009
N 2.143 0.268 -0.431 -0.445 0.141 0.005 -0.017
C 2.889 1.248 -0.950 0.714 0.911 -0.262 0.028
C 4.272 1.174 -1.018 -0.435 -0.214 0.146 -0.007
H 8.160 0.303 -1.359 -0.160 0.009 0.006 0.000
H 6.752 0.669 -2.297 0.025 -0.047 0.031 0.000
H 4.599 -1.861 0.419 -0.055 -0.027 0.016 0.001
H 2.124 -1.609 0.448 -0.049 -0.009 -0.051 0.008
H 2.377 2.131 -1.312 -0.033 -0.090 0.011 0.012
H 4.827 2.014 -1.408 -0.013 0.050 -0.061 0.000
F -0.889 1.337 -4.996 0.171 0.096 0.055 0.001
C -0.607 0.126 -4.574 -0.259 -0.123 -0.150 -0.005
F -0.314 -0.662 -5.587 0.337 0.153 0.364 0.000
F -1.656 -0.377 -3.922 -0.105 0.051 0.108 0.000
S 0.771 0.207 -3.304 1.093 -1.268 -1.547 0.079
O 2.041 0.409 -3.902 -0.314 0.208 -0.275 0.019
O 0.641 -1.004 -2.480 -0.525 -0.075 0.500 0.160
O 0.332 1.320 -2.413 -0.515 0.641 1.611 0.100
```
Positions in Å, forces in eV/Å.

The calculation puts the orbital gap (spin up / spin down) at 0.271 / 0.193 Ha. The spin multiplicity is 5. For the electronic energy, the calculation gives -154467.30451 eV. The highest occupied orbital energy (spin up / spin down) comes out at -14.70 / -14.71 eV. The net charge is +2.